1.
Entry from the Open Molecules 2025 dataset: a structure of composition C43H35BBrF2N2O8Ru (ωB97M-V with the def2-TZVPD basis set).

Results
Kohn-Sham gap (spin up / spin down) in eV: 3.879 / 6.494
LUMO level (spin up / spin down) in eV: 3.94 / 3.93
HOMO level (spin up / spin down) in hartree: 0.0021 / -0.0943

```
! RIJCOSX wB97M-V def2-TZVPD def2/J DEFGRID3
* xyz -2 6
Ru 0.14 -0.27 -0.23
O 0.10 4.14 -0.20
C -0.41 2.92 0.13
O 0.32 2.08 0.69
C -1.73 2.51 -0.18
C -2.90 3.27 -0.44
C -4.11 2.64 -0.45
C -4.19 1.24 -0.24
C -2.99 0.54 -0.11
N -1.82 1.14 -0.09
C -2.90 -0.98 -0.10
O -3.92 -1.65 0.08
O -1.73 -1.45 -0.34
H -2.81 4.34 -0.59
H -5.02 3.20 -0.61
H -5.13 0.70 -0.21
C 4.94 -1.33 4.30
C 4.21 -0.03 3.93
C 4.75 1.13 4.76
O 4.39 0.24 2.57
C 3.20 -0.13 1.85
C 2.09 0.05 2.91
O 2.83 -0.15 4.14
C 0.82 -0.87 2.87
O 0.02 -0.49 1.83
C 1.13 -2.38 2.87
C 0.45 -3.20 1.97
C 0.62 -4.58 1.99
C 1.49 -5.16 2.90
C 2.16 -4.36 3.82
C 1.96 -2.98 3.82
C -0.05 -0.63 4.15
C 0.16 0.37 5.08
C -0.70 0.54 6.16
C -1.81 -0.28 6.32
C -2.06 -1.26 5.36
C -1.19 -1.42 4.29
C 3.17 0.69 0.53
O 2.22 0.13 -0.30
C 4.55 0.43 -0.14
C 5.64 1.28 -0.01
C 6.85 0.98 -0.64
C 6.97 -0.16 -1.41
C 5.89 -1.02 -1.54
C 4.69 -0.72 -0.91
C 2.95 2.21 0.71
C 3.30 2.95 1.83
C 2.87 4.30 1.96
C 2.09 4.91 1.04
C 1.61 4.19 -0.17
C 2.21 2.83 -0.28
H 6.01 -1.18 4.17
H 4.62 -2.13 3.64
H 4.72 -1.59 5.33
H 5.78 1.35 4.48
H 4.69 0.88 5.81
H 4.14 2.02 4.58
H 3.25 -1.18 1.54
H 1.71 1.08 2.87
H -0.24 -2.74 1.28
H 0.07 -5.19 1.29
H 1.64 -6.23 2.91
H 2.83 -4.80 4.54
H 2.42 -2.37 4.58
H 1.00 1.04 4.99
H -0.51 1.33 6.88
H -2.48 -0.16 7.16
H -2.94 -1.89 5.44
H -1.41 -2.17 3.54
H 5.56 2.17 0.58
H 7.69 1.66 -0.53
H 7.91 -0.38 -1.92
H 5.97 -1.91 -2.14
H 3.83 -1.38 -1.01
H 3.86 2.49 2.63
H 3.17 4.86 2.84
H 1.76 5.93 1.18
H 1.80 4.76 -1.08
H 2.01 2.28 -1.19
Br 2.96 -0.24 -5.29
C 1.31 -0.05 -4.35
C 0.12 -0.16 -5.07
C -1.04 0.07 -4.33
C -0.96 0.35 -2.98
N 0.20 0.42 -2.29
C 1.34 0.25 -3.02
H 0.11 -0.38 -6.12
H -2.00 0.04 -4.81
H -1.86 0.53 -2.41
H 2.26 0.33 -2.46
F 1.95 -2.64 -0.61
B 0.84 -2.00 -1.01
F 0.31 -2.61 -2.10
*
```

Here are the Mulliken charges for atoms 1 to 6, given in e: Ru 0.89; O -0.44; C -0.09; O -0.03; C -0.60; C -1.00

=====

2.
Entry from the Open Molecules 2025 dataset: a structure of composition C43H35FeN9O2PS (ωB97M-V with the def2-TZVPD basis set).

Results
Kohn-Sham gap in eV: 6.824
LUMO level in eV: -3.00
HOMO level in hartree: -0.3611

```
! RIJCOSX wB97M-V def2-TZVPD def2/J DEFGRID3
* xyz 1 1
Fe -0.90 -0.01 0.92
O 0.98 6.23 2.39
C 1.06 5.31 3.21
O 1.65 5.19 4.30
C 0.30 4.03 2.78
C -0.47 4.03 1.62
C -0.96 2.82 1.16
N -0.61 1.70 1.77
C -0.18 1.71 3.04
C 0.33 2.88 3.57
C -0.61 0.46 3.71
C -0.44 0.21 5.06
C -1.11 -0.87 5.62
C -1.93 -1.64 4.83
C -2.02 -1.35 3.47
N -1.36 -0.34 2.91
C -2.09 2.55 0.24
C -2.86 3.54 -0.34
C -4.05 3.18 -0.97
C -4.44 1.85 -0.97
C -3.61 0.92 -0.37
N -2.46 1.24 0.21
H -0.65 4.99 1.14
H 0.75 2.97 4.57
H 0.17 0.87 5.66
H -1.00 -1.08 6.68
H -2.50 -2.47 5.23
H -2.64 -1.93 2.81
H -2.55 4.57 -0.28
H -4.67 3.94 -1.43
H -5.36 1.54 -1.43
H -3.88 -0.13 -0.34
C -2.50 0.33 -5.20
C -2.94 -0.30 -4.05
C -2.18 -0.24 -2.89
C -0.97 0.45 -2.87
C -0.53 1.06 -4.04
C -1.29 1.01 -5.20
P 0.13 0.43 -1.40
C 1.35 -0.84 -1.96
C 1.11 -1.61 -3.10
C 2.02 -2.59 -3.50
C 3.17 -2.82 -2.77
C 3.41 -2.08 -1.62
C 2.50 -1.11 -1.22
C 0.97 2.05 -1.59
C 0.24 3.16 -2.01
C 0.78 4.44 -1.97
C 2.07 4.63 -1.49
C 2.83 3.53 -1.13
C 2.29 2.25 -1.19
H -3.10 0.29 -6.11
H -3.88 -0.84 -4.05
H -2.53 -0.75 -2.01
H 0.43 1.57 -4.06
H -0.93 1.49 -6.10
H 0.22 -1.46 -3.70
H 1.82 -3.15 -4.40
H 3.89 -3.57 -3.09
H 4.30 -2.24 -1.04
H 2.72 -0.54 -0.34
H -0.77 3.04 -2.39
H 0.19 5.28 -2.29
H 2.48 5.63 -1.41
H 3.85 3.67 -0.80
H 2.92 1.41 -0.93
N 2.26 1.04 1.70
C 2.05 -0.27 1.95
N 0.95 -0.92 1.68
C 1.10 -2.27 2.07
C 0.13 -3.27 2.06
C 0.46 -4.55 2.50
C 1.74 -4.86 2.95
C 2.71 -3.88 2.98
C 2.38 -2.60 2.55
S 3.38 -1.19 2.59
H 1.48 1.62 1.43
H 3.04 1.51 2.11
H -0.86 -3.06 1.72
H -0.31 -5.31 2.49
H 1.97 -5.86 3.28
H 3.70 -4.09 3.36
N -0.35 -5.16 -2.81
C -0.27 -4.26 -1.83
N 0.89 -4.10 -1.19
N -1.38 -3.57 -1.56
C -1.38 -2.61 -0.69
N -1.53 -1.73 0.05
H 0.42 -5.75 -3.06
H -1.23 -5.27 -3.28
H 1.71 -4.62 -1.45
H 0.97 -3.45 -0.42
*
```

Here are the Mulliken charges for atoms 1 to 6, given in e: Fe 0.37; O -0.70; C 0.31; O -0.72; C -0.58; C -0.77

=====

3.
Entry from the Open Molecules 2025 dataset: a structure of composition C43H35N4PtSSbSe (ωB97M-V with the def2-TZVPD basis set).

Results
Kohn-Sham gap (spin up / spin down) in eV: 4.815 / 6.535
LUMO level (spin up / spin down) in eV: 0.09 / -0.49
HOMO level (spin up / spin down) in hartree: -0.1738 / -0.2581

```
! RIJCOSX wB97M-V def2-TZVPD def2/J DEFGRID3
* xyz 0 3
Pt 0.73 0.78 0.94
S -2.09 1.43 4.17
C -0.92 2.69 4.43
C 0.27 2.40 3.90
C 0.37 1.11 3.24
C -0.93 0.47 3.28
C -1.37 -0.64 2.51
C -2.48 -1.44 2.88
C -2.85 -2.50 2.10
C -2.12 -2.77 0.93
C -1.08 -1.93 0.60
N -0.70 -0.88 1.34
H -1.21 3.57 4.98
H 1.13 3.06 4.01
H -2.99 -1.22 3.81
H -3.67 -3.13 2.39
H -2.37 -3.60 0.28
H -0.51 -2.10 -0.31
C -3.98 3.49 2.11
N -3.74 2.33 1.27
C -2.60 2.09 0.58
Se -1.06 3.10 0.56
N -2.80 0.93 -0.09
C -4.07 0.41 0.18
C -4.72 -0.73 -0.24
C -6.00 -0.94 0.25
C -6.60 -0.03 1.12
C -5.94 1.12 1.54
C -4.67 1.32 1.05
H -3.08 4.09 2.12
H -4.21 3.16 3.13
H -4.81 4.07 1.71
H -2.05 0.46 -0.57
H -4.25 -1.44 -0.91
H -6.55 -1.82 -0.06
H -7.61 -0.23 1.48
H -6.40 1.82 2.22
C 2.61 1.67 1.48
C 2.56 0.43 2.19
C 3.29 -0.74 1.75
C 3.15 -1.93 2.34
C 2.22 -2.07 3.46
C 1.58 -1.02 3.99
C 1.74 0.37 3.47
C 2.01 -3.38 4.02
N 1.84 -4.43 4.47
H 3.35 1.75 0.69
H 2.42 2.59 2.01
H 3.94 -0.63 0.88
H 3.69 -2.81 1.99
H 0.91 -1.16 4.83
H 2.24 0.96 4.26
C -0.46 2.23 -5.51
C 0.63 1.38 -5.62
C 1.18 0.80 -4.48
C 0.63 1.06 -3.23
C -0.46 1.92 -3.12
C -1.00 2.51 -4.26
Sb 1.49 0.19 -1.48
C 3.50 0.58 -2.04
C 4.36 -0.42 -2.50
C 5.64 -0.10 -2.94
C 6.06 1.22 -2.93
C 5.22 2.22 -2.47
C 3.94 1.90 -2.03
C 1.39 -1.87 -2.00
C 0.69 -2.33 -3.11
C 0.59 -3.70 -3.35
C 1.19 -4.61 -2.49
C 1.89 -4.15 -1.38
C 1.99 -2.79 -1.14
H -0.89 2.68 -6.40
H 1.06 1.18 -6.59
H 2.05 0.16 -4.58
H -0.87 2.17 -2.14
H -1.85 3.18 -4.17
H 4.03 -1.45 -2.51
H 6.30 -0.88 -3.30
H 7.06 1.47 -3.28
H 5.55 3.25 -2.45
H 3.28 2.69 -1.67
H 0.21 -1.63 -3.79
H 0.04 -4.06 -4.22
H 1.11 -5.67 -2.68
H 2.35 -4.85 -0.70
H 2.50 -2.44 -0.24
*
```

Here are the Mulliken charges for atoms 1 to 6, given in e: Pt 3.70; S -0.23; C -0.68; C -1.06; C 0.03; C -0.68

=====

Ordered energy relative to the best compared isomer or geometry (same formula, charge and spin) results: 477.9 100.9 139.8; unit kJ/mol.